No. 1
The following is a DFT calculation (ωB97M-V with the def2-TZVPD basis set) of a 7-piece molecular cluster, C5H21NO8 overall in a non-equilibrium geometry.

```
35
C5H21NO8 | OMol25 | ωB97M-V with the def2-TZVPD basis set
C 2.78 -0.14 -1.71
C 1.51 0.50 -2.33
C 0.28 0.50 -1.40
C -0.65 -0.64 -1.79
O -0.26 -1.76 -1.99
N -2.03 -0.38 -1.77
C -2.68 0.76 -1.29
O -3.86 0.88 -1.47
H 3.45 -0.36 -2.53
H 2.48 -1.05 -1.20
H 3.22 0.58 -1.03
H 1.28 -0.04 -3.25
H 1.71 1.52 -2.67
H 0.60 0.29 -0.38
H -0.21 1.46 -1.50
H -2.56 -0.95 -2.42
H -2.04 1.40 -0.68
O -2.04 -0.80 2.40
H -2.63 -1.54 2.23
H -1.53 -0.97 3.20
O 0.80 1.05 2.04
H 0.30 1.86 1.82
H 1.47 1.09 1.34
O 4.52 0.56 0.92
H 4.15 -0.12 1.49
H 4.05 1.35 1.22
O -1.61 2.32 1.23
H -2.03 1.54 1.63
H -2.22 3.01 1.49
O 0.60 -1.73 3.26
H 1.37 -2.24 3.03
H 0.49 -0.99 2.65
O -3.04 -2.54 0.14
H -2.28 -2.71 -0.43
H -3.40 -1.72 -0.24
```

Its spin multiplicity is 1. As for the SMILES: CCCC(=O)NC=O.O.O.O.O.O.O. Its HOMO energy is -10.45 eV.

natural (NBO) charges, unit e, in atom order: number 1, C, carries -0.608; number 2, C, carries -0.384; number 3, C, carries -0.527; number 4, C, carries 0.715; number 5, O, carries -0.574; number 6, N, carries -0.684; number 7, C, carries 0.517; number 8, O, carries -0.569; number 9, H, carries 0.215; number 10, H, carries 0.209; number 11, H, carries 0.214; number 12, H, carries 0.208; number 13, H, carries 0.201; number 14, H, carries 0.239; number 15, H, carries 0.220; number 16, H, carries 0.419; number 17, H, carries 0.167; number 18, O, carries -0.989; number 19, H, carries 0.499; number 20, H, carries 0.490; number 21, O, carries -0.957; number 22, H, carries 0.500; number 23, H, carries 0.457; number 24, O, carries -0.927; number 25, H, carries 0.469; number 26, H, carries 0.463; number 27, O, carries -0.970; number 28, H, carries 0.504; number 29, H, carries 0.483; number 30, O, carries -0.975; number 31, H, carries 0.474; number 32, H, carries 0.498; number 33, O, carries -0.947; number 34, H, carries 0.479; number 35, H, carries 0.470

No. 2
The following is a DFT calculation (ωB97M-V with the def2-TZVPD basis set) of C31H39BrN10O2Rb as an isolated structure.

```
84
C31H39BrN10O2Rb | OMol25 | ωB97M-V with the def2-TZVPD basis set
Rb -0.29 0.64 -0.65
C 1.64 3.80 -0.82
C 2.39 3.32 -2.07
N 2.06 1.96 -2.42
C 1.66 1.68 -3.78
C 0.33 2.35 -4.16
N -0.72 2.12 -3.20
C -1.45 3.26 -2.69
C -0.56 4.21 -1.87
N 0.24 3.51 -0.89
H 1.87 4.87 -0.66
H 2.06 3.25 0.02
H 3.47 3.45 -1.90
H 2.14 3.96 -2.92
H 2.69 1.28 -2.03
H 1.54 0.60 -3.87
H 2.41 1.99 -4.53
H 0.06 2.00 -5.17
H 0.49 3.43 -4.26
H -1.31 1.34 -3.44
H -2.23 2.87 -2.03
H -1.95 3.85 -3.48
H -1.21 4.98 -1.42
H 0.11 4.74 -2.54
H -0.21 3.39 0.01
C 4.76 -2.40 2.17
N 3.96 -2.02 1.03
C 3.78 -2.97 -0.06
C 3.24 -0.85 0.99
N 2.59 -0.40 -0.01
N 3.17 -0.21 2.23
C 2.69 1.11 2.36
N 1.58 1.22 3.19
N 3.34 2.06 1.82
H 5.54 -3.09 1.84
H 4.18 -2.91 2.95
H 5.24 -1.53 2.60
H 4.19 -3.93 0.24
H 4.29 -2.64 -0.97
H 2.72 -3.10 -0.28
H 2.75 -0.95 -0.85
H 2.93 -0.82 3.00
H 0.94 0.45 3.07
H 1.08 2.09 3.06
H 2.85 2.93 1.99
C -0.48 -2.81 -5.01
C -0.69 -4.06 -4.44
C -0.94 -4.12 -3.08
C -0.93 -2.95 -2.31
C -0.68 -1.66 -2.83
C -0.48 -1.67 -4.22
C -1.27 -3.09 -0.87
C -2.29 -4.02 -0.47
C -2.68 -4.08 0.83
C -2.06 -3.23 1.79
C -2.46 -3.17 3.14
C -1.86 -2.28 4.00
C -0.83 -1.44 3.53
C -0.41 -1.50 2.23
C -1.04 -2.39 1.32
N -0.66 -2.33 0.02
H -0.31 -2.73 -6.08
H -0.68 -4.96 -5.04
H -1.11 -5.09 -2.62
H -0.30 -0.73 -4.74
H -2.77 -4.62 -1.22
H -3.48 -4.74 1.15
H -3.26 -3.81 3.49
H -2.18 -2.21 5.03
H -0.40 -0.72 4.23
H 0.38 -0.86 1.85
Br -6.52 -0.32 3.44
C -5.01 0.83 3.56
C -4.77 1.51 4.75
N -3.73 2.31 4.91
C -2.88 2.43 3.89
C -3.05 1.80 2.66
C -4.15 0.98 2.49
C -2.03 1.95 1.54
O -2.46 1.77 0.39
O -0.85 2.20 1.88
H -5.45 1.39 5.58
H -2.02 3.06 4.04
H -4.31 0.48 1.54
```

Its spin multiplicity is 1. Its net charge is -1. Its HOMO energy is -3.75 eV.

natural (NBO) charges, unit e, in atom order: number 1, Rb, carries 0.865; number 2, C, carries -0.216; number 3, C, carries -0.224; number 4, N, carries -0.649; number 5, C, carries -0.215; number 6, C, carries -0.225; number 7, N, carries -0.657; number 8, C, carries -0.220; number 9, C, carries -0.222; number 10, N, carries -0.671; number 11, H, carries 0.144; number 12, H, carries 0.212; number 13, H, carries 0.180; number 14, H, carries 0.172; number 15, H, carries 0.383; number 16, H, carries 0.215; number 17, H, carries 0.142; number 18, H, carries 0.181; number 19, H, carries 0.173; number 20, H, carries 0.389; number 21, H, carries 0.222; number 22, H, carries 0.146; number 23, H, carries 0.178; number 24, H, carries 0.172; number 25, H, carries 0.404; number 26, C, carries -0.406; number 27, N, carries -0.448; number 28, C, carries -0.415; number 29, C, carries 0.612; number 30, N, carries -0.783; number 31, N, carries -0.673; number 32, C, carries 0.595; number 33, N, carries -0.839; number 34, N, carries -0.718; number 35, H, carries 0.200; number 36, H, carries 0.176; number 37, H, carries 0.223; number 38, H, carries 0.201; number 39, H, carries 0.192; number 40, H, carries 0.227; number 41, H, carries 0.352; number 42, H, carries 0.391; number 43, H, carries 0.383; number 44, H, carries 0.416; number 45, H, carries 0.330; number 46, C, carries -0.238; number 47, C, carries -0.263; number 48, C, carries -0.261; number 49, C, carries -0.090; number 50, C, carries -0.369; number 51, C, carries -0.299; number 52, C, carries 0.243; number 53, C, carries -0.256; number 54, C, carries -0.141; number 55, C, carries -0.142; number 56, C, carries -0.176; number 57, C, carries -0.234; number 58, C, carries -0.210; number 59, C, carries -0.240; number 60, C, carries 0.232; number 61, N, carries -0.465; number 62, H, carries 0.185; number 63, H, carries 0.188; number 64, H, carries 0.184; number 65, H, carries 0.160; number 66, H, carries 0.218; number 67, H, carries 0.202; number 68, H, carries 0.205; number 69, H, carries 0.210; number 70, H, carries 0.210; number 71, H, carries 0.211; number 72, Br, carries 0.030; number 73, C, carries -0.133; number 74, C, carries -0.007; number 75, N, carries -0.419; number 76, C, carries 0.045; number 77, C, carries -0.152; number 78, C, carries -0.169; number 79, C, carries 0.760; number 80, O, carries -0.759; number 81, O, carries -0.804; number 82, H, carries 0.191; number 83, H, carries 0.205; number 84, H, carries 0.252

No. 3
The following is a DFT calculation (ωB97M-V with the def2-TZVPD basis set) of a 4-piece molecular cluster, C25H34IN6O3 overall in a non-equilibrium geometry.

```
69
C25H34IN6O3 | OMol25 | ωB97M-V with the def2-TZVPD basis set
C 4.45 -2.93 0.05
C 3.09 -2.32 0.19
O 3.04 -1.00 -0.32
C 1.74 -0.63 -0.67
C 0.85 -0.31 0.54
C -0.36 -1.22 0.76
O 0.12 -2.49 1.21
N 0.26 -2.56 2.62
O 0.18 -3.65 2.98
C -1.17 -1.66 -0.46
N -2.35 -1.94 -0.08
C -3.36 -2.42 -1.03
N -4.11 -3.54 -0.47
C -3.23 -4.57 0.13
C -2.53 -1.70 1.36
C -1.52 -0.58 1.51
I -1.14 0.29 3.41
H 4.36 -3.98 0.31
H 4.81 -2.89 -0.97
H 5.19 -2.51 0.72
H 2.79 -2.34 1.24
H 2.37 -2.94 -0.34
H 1.30 -1.34 -1.37
H 1.85 0.29 -1.21
H 1.48 -0.41 1.42
H 0.51 0.72 0.48
H -0.85 -1.78 -1.48
H -4.01 -1.60 -1.31
H -2.81 -2.77 -1.90
H -4.53 -3.98 -1.27
H -2.18 -4.49 -0.16
H -3.55 -5.56 -0.16
H -3.31 -4.51 1.20
H -2.30 -2.57 1.96
H -3.57 -1.44 1.54
H -1.90 0.23 0.90
N 6.41 0.12 3.43
C 5.41 0.63 4.15
C 4.25 1.16 3.59
C 4.12 1.15 2.21
C 5.15 0.62 1.45
C 6.26 0.12 2.10
H 5.56 0.62 5.22
H 3.47 1.56 4.23
H 3.23 1.55 1.74
H 5.08 0.60 0.37
H 7.09 -0.30 1.55
N -3.49 2.23 0.19
C -4.16 3.08 -0.59
C -4.20 4.45 -0.36
C -3.51 4.97 0.72
C -2.82 4.10 1.55
C -2.84 2.75 1.24
H -4.70 2.64 -1.42
H -4.76 5.10 -1.02
H -3.52 6.03 0.92
H -2.28 4.46 2.41
H -2.33 2.03 1.89
N -1.17 1.18 -3.52
C -1.73 2.37 -3.31
C -1.31 3.54 -3.93
C -0.24 3.47 -4.81
C 0.35 2.24 -5.05
C -0.15 1.14 -4.39
H -2.55 2.38 -2.61
H -1.80 4.48 -3.72
H 0.11 4.36 -5.31
H 1.17 2.14 -5.74
H 0.28 0.16 -4.55
```

Its spin multiplicity is 1. Its net charge is +1. Its HOMO energy is -11.36 eV.

natural (NBO) charges, unit e, in atom order: number 1, C, carries -0.625; number 2, C, carries -0.061; number 3, O, carries -0.523; number 4, C, carries -0.059; number 5, C, carries -0.477; number 6, C, carries 0.176; number 7, O, carries -0.444; number 8, N, carries 0.391; number 9, O, carries -0.197; number 10, C, carries 0.292; number 11, N, carries -0.220; number 12, C, carries -0.043; number 13, N, carries -0.609; number 14, C, carries -0.443; number 15, C, carries -0.270; number 16, C, carries -0.378; number 17, I, carries 0.232; number 18, H, carries 0.218; number 19, H, carries 0.218; number 20, H, carries 0.222; number 21, H, carries 0.159; number 22, H, carries 0.156; number 23, H, carries 0.152; number 24, H, carries 0.208; number 25, H, carries 0.264; number 26, H, carries 0.232; number 27, H, carries 0.254; number 28, H, carries 0.235; number 29, H, carries 0.189; number 30, H, carries 0.380; number 31, H, carries 0.178; number 32, H, carries 0.230; number 33, H, carries 0.202; number 34, H, carries 0.245; number 35, H, carries 0.260; number 36, H, carries 0.264; number 37, N, carries -0.405; number 38, C, carries 0.034; number 39, C, carries -0.266; number 40, C, carries -0.182; number 41, C, carries -0.257; number 42, C, carries 0.028; number 43, H, carries 0.197; number 44, H, carries 0.217; number 45, H, carries 0.205; number 46, H, carries 0.230; number 47, H, carries 0.196; number 48, N, carries -0.466; number 49, C, carries 0.026; number 50, C, carries -0.252; number 51, C, carries -0.155; number 52, C, carries -0.242; number 53, C, carries 0.015; number 54, H, carries 0.198; number 55, H, carries 0.231; number 56, H, carries 0.229; number 57, H, carries 0.228; number 58, H, carries 0.176; number 59, N, carries -0.456; number 60, C, carries 0.026; number 61, C, carries -0.245; number 62, C, carries -0.159; number 63, C, carries -0.253; number 64, C, carries 0.027; number 65, H, carries 0.193; number 66, H, carries 0.225; number 67, H, carries 0.227; number 68, H, carries 0.230; number 69, H, carries 0.189

Which ΔE to the lowest compared entry with this formula, charge and spin belongs to each record? In order, 26.4; 10.5; 0.0 kcal/mol.
Which HOMO-LUMO gap belongs to each record? In order, 10.56; 5.86; 7.23 eV.